No. 1
# C33H50N3OP2Sn

A molecular structure, C33H50N3OP2Sn (the ωB97M-V functional and the def2-TZVPD basis, the Open Molecules 2025 dataset).

Atoms and positions in Å:
C1 1.89568 -1.87197 -0.91408
C2 1.85952 0.31686 -1.74634
C3 2.79829 -2.23919 -1.92036
C4 2.56644 -0.05834 -2.92205
C5 3.12046 -1.32868 -2.95422
H1 3.14924 -3.27735 -1.92523
H2 2.85916 0.75904 -3.60613
H3 3.75546 -1.65814 -3.77633
N1 1.47395 -0.61036 -0.78665
P1 -0.26057 -2.63626 0.83242
P2 1.00784 2.36602 0.01292
C6 1.37920 -2.96672 0.01604
H4 1.24093 -3.89694 -0.57046
H5 2.13731 -3.21846 0.78133
C7 1.67503 1.68655 -1.48448
H6 1.51796 2.34980 -2.35310
C8 -0.48702 3.77344 0.00301
C9 2.73913 3.14173 0.36628
C10 -1.45087 -3.48012 -0.41279
C11 -0.24312 -3.51661 2.50795
C12 -1.80063 3.29767 0.64819
H7 -1.67704 2.98673 1.69289
H8 -2.50862 4.14659 0.65314
H9 -2.25849 2.47202 0.09697
C13 -0.07894 5.01416 0.79954
H10 0.03463 4.77615 1.86470
H11 0.82978 5.49514 0.43114
H12 -0.88107 5.76651 0.74169
C14 -0.75581 4.06884 -1.47365
H13 -1.60634 4.76409 -1.56602
H14 0.11930 4.50151 -1.97713
H15 -1.05965 3.16325 -2.01530
C15 2.79668 3.72622 1.78677
H16 2.79198 2.91267 2.53622
H17 3.73398 4.30599 1.86235
H18 1.96227 4.41636 1.99281
C16 3.78260 2.00421 0.20354
H19 3.49324 1.13760 0.81978
H20 3.86716 1.70887 -0.85442
H21 4.78988 2.34684 0.48487
C17 2.96647 4.19203 -0.73862
H22 2.53113 3.86757 -1.69107
H23 2.56788 5.18730 -0.50742
H24 4.05029 4.26804 -0.91407
C18 -1.62681 -3.41334 3.18880
H25 -1.56263 -3.88211 4.18289
H26 -1.93674 -2.36760 3.33017
H27 -2.41522 -3.94679 2.64239
C19 0.77401 -2.74983 3.37011
H28 1.77064 -2.70635 2.91366
H29 0.42494 -1.73009 3.55302
H30 0.86299 -3.24283 4.34870
C20 0.17468 -4.98462 2.38723
H31 0.39830 -5.35305 3.39769
H32 -0.62527 -5.61225 1.98403
H33 1.07414 -5.11279 1.77599
C21 -1.09183 -2.96467 -1.82042
H34 -1.90573 -3.26018 -2.49343
H35 -0.97831 -1.87839 -1.85326
H36 -0.18235 -3.44904 -2.19607
C22 -2.85062 -3.02778 0.02123
H37 -2.94254 -1.93586 0.02469
H38 -3.57421 -3.45174 -0.68379
H39 -3.10682 -3.41150 1.01441
C23 -1.38581 -5.01473 -0.43862
H40 -0.36870 -5.41317 -0.54066
H41 -1.87182 -5.47876 0.42646
H42 -1.94739 -5.34000 -1.32531
Sn1 0.10097 0.05461 0.99142
C24 2.31321 0.58194 2.75676
O1 2.16120 0.41231 3.88036
N2 -1.94356 0.16492 -0.59732
C25 -2.54040 0.18784 -1.62511
C26 -2.75127 0.71807 -2.97209
C27 -4.04089 0.76141 -3.52458
C28 -1.66930 1.15399 -3.82740
C29 -4.23534 0.95192 -4.91434
H43 -4.90150 0.51587 -2.88167
C30 -1.86487 1.33716 -5.22262
H44 -0.61994 1.33894 -3.48008
C31 -3.15224 1.19292 -5.77906
H45 -5.25673 0.86498 -5.32282
H46 -1.00439 1.57347 -5.89655
H47 -3.30044 1.27975 -6.87042
C32 -0.40602 0.43743 6.15606
C33 -0.55271 0.33196 4.73020
N3 -0.76063 0.30287 3.58690
H48 0.64252 0.27780 6.44194
H49 -1.03165 -0.31322 6.65760
H50 -0.71759 1.43991 6.47832

The value obtained for the highest occupied orbital energy (alpha / beta) is -16.565 / -16.060 eV. For the energy above the lowest of the compared OMol25 structures with the same formula, charge and spin, the calculation gives 0.000 eV. Its frontier orbital gap (alpha / beta) is 5.8 / 5.9 eV. Its net charge is +3.

No. 2
# C33H51N6NaO5

A molecular structure, C33H51N6NaO5 (the ωB97M-V functional and the def2-TZVPD basis, the Open Molecules 2025 dataset).

Atoms and positions in Å:
Na1 -0.10536 0.37183 -0.30985
C1 1.08343 2.38033 -3.83080
C2 1.33409 2.92848 -2.42038
C3 0.07786 3.39973 -1.67014
N1 0.05078 2.85300 -0.33438
C4 -0.62704 3.41941 0.59453
C5 -1.43857 4.60476 0.43405
C6 -1.76164 5.56958 1.35591
C7 -1.42078 5.65850 2.71106
C8 -0.86925 4.63051 3.47568
C9 -0.64318 3.31154 3.14354
C10 -0.73431 2.64341 1.87640
N2 -0.86082 1.36669 1.69143
C11 -1.37886 0.51942 2.73221
C12 -2.83148 0.16201 2.38511
C13 -2.95248 -0.87232 1.25527
N3 -2.34407 -0.55295 -0.01786
C14 -3.07190 0.02418 -0.91962
C15 -4.35830 0.62800 -0.67552
C16 -5.44631 0.78784 -1.50447
C17 -5.64801 0.30861 -2.79962
C18 -4.67287 -0.30997 -3.58706
C19 -3.31607 -0.39223 -3.38551
C20 -2.49216 0.09117 -2.30173
N4 -1.25929 0.45089 -2.43184
C21 -0.70937 0.45198 -3.77498
C22 0.75622 0.87868 -3.87989
H1 0.29415 2.96373 -4.32350
H2 1.99610 2.52991 -4.41694
H3 1.79143 2.13834 -1.82540
H4 2.05300 3.75276 -2.47040
H5 0.03396 4.50009 -1.67920
H6 -0.81301 3.03154 -2.19673
H7 -1.82108 4.75314 -0.57090
H8 -2.33333 6.41087 0.96801
H9 -1.63914 6.59351 3.21805
H10 -0.64433 4.88974 4.50873
H11 -0.29817 2.67748 3.95424
H12 -0.80912 -0.41318 2.76814
H13 -1.35947 0.97070 3.73581
H14 -3.32500 -0.25586 3.27166
H15 -3.34563 1.08696 2.11452
H16 -2.46023 -1.78795 1.61549
H17 -4.02284 -1.10374 1.12287
H18 -4.47079 1.02663 0.32617
H19 -6.29589 1.30288 -1.06118
H20 -6.64029 0.41478 -3.22763
H21 -5.03281 -0.73845 -4.52056
H22 -2.75241 -0.88746 -4.17041
H23 -0.75577 -0.56715 -4.18592
H24 -1.32453 1.08455 -4.43722
H25 1.32153 0.36923 -3.09926
H26 1.11965 0.48881 -4.83681
C23 4.28844 1.88604 0.02699
C24 3.99235 0.40514 0.25769
C25 5.28672 -0.38833 0.41713
O1 3.22030 0.25266 1.43176
C26 3.21248 -0.13930 -0.98761
O2 3.86231 -0.31272 -2.02769
O3 1.96018 -0.28827 -0.83376
H27 4.84665 2.29503 0.87375
H28 3.34836 2.43309 -0.05988
H29 4.87042 2.00854 -0.88848
H30 5.86582 0.00014 1.25996
H31 5.87611 -0.32274 -0.49706
H32 5.04615 -1.43731 0.60364
H33 2.37367 -0.11304 1.11721
C27 -0.46280 -3.96989 0.53184
N5 0.01889 -3.81175 1.90829
C28 -0.73517 -4.49549 2.93839
C29 0.67972 -2.62056 2.17588
O4 0.76135 -1.74024 1.34290
N6 1.23679 -2.52220 3.44907
C30 1.80466 -1.23568 3.83249
C31 1.88635 -3.66578 4.05586
H34 -1.39485 -4.53385 0.53467
H35 0.27193 -4.50656 -0.07266
H36 -0.63121 -2.99708 0.07389
H37 -1.80571 -4.46799 2.71246
H38 -0.59149 -4.01038 3.90024
H39 -0.43782 -5.54694 3.02884
H40 1.35906 -0.44717 3.23805
H41 2.88194 -1.19925 3.65398
H42 1.59525 -1.05481 4.89079
H43 1.77556 -4.54683 3.42688
H44 1.47268 -3.88478 5.04729
H45 2.95566 -3.46341 4.17314
C32 1.85931 -4.43825 -3.19896
C33 2.06701 -3.20774 -2.33193
O5 0.86275 -2.47414 -2.30475
H46 2.77580 -5.03060 -3.24734
H47 1.56692 -4.14134 -4.20764
H48 1.05667 -5.05246 -2.78237
H49 2.88629 -2.59237 -2.71485
H50 2.35124 -3.52424 -1.31534
H51 1.05705 -1.64207 -1.82593

The value obtained for the highest occupied orbital energy is -0.961 eV. For the energy above the lowest of the compared OMol25 structures with the same formula, charge and spin, the calculation gives 0.000 eV. Its frontier orbital gap is 4.7 eV. Its net charge is -2.

No. 3
# C33H52AsN5OSSi4Sr

A molecular structure, C33H52AsN5OSSi4Sr (the ωB97M-V functional and the def2-TZVPD basis, the Open Molecules 2025 dataset).

Atoms and positions in Å:
Sr1 -0.57317 0.05835 0.29391
O1 -0.45573 -0.00071 2.45777
C1 0.09725 -0.36862 3.54487
C2 -0.53812 -0.15615 4.80455
C3 0.00980 -0.56511 5.99458
C4 1.24405 -1.22140 6.01850
C5 1.90626 -1.41858 4.82395
C6 1.38372 -0.99860 3.59770
C7 2.15550 -1.16357 2.37590
N1 1.73075 -1.12044 1.12418
C8 2.82659 -1.30911 0.32194
C9 3.94010 -1.47283 1.08246
N2 3.50490 -1.38431 2.38533
H1 -1.49594 0.35189 4.78383
H2 -0.52015 -0.38054 6.92288
H3 1.67391 -1.57399 6.94779
H4 2.85356 -1.95031 4.85017
H5 2.73190 -1.30752 -0.75077
H6 4.97248 -1.64012 0.83081
H7 4.08633 -1.39015 3.20131
C10 -0.56500 -4.74925 -0.72186
C11 -1.80481 -5.21196 -0.30176
C12 -2.70095 -4.32308 0.25797
C13 -2.34428 -2.97899 0.40329
N3 -1.16412 -2.53610 -0.05242
C14 -0.31105 -3.39403 -0.59161
C15 -3.21544 -1.98434 1.05480
C16 -4.32430 -2.34742 1.81471
C17 -5.06301 -1.36499 2.45314
C18 -4.67938 -0.04370 2.32529
C19 -3.56404 0.22994 1.54692
N4 -2.86081 -0.69965 0.92526
H8 0.17236 -5.40637 -1.16087
H9 -2.06715 -6.25595 -0.42022
H10 -3.67989 -4.67130 0.55537
H11 0.61971 -2.96651 -0.94807
H12 -4.58840 -3.38961 1.92486
H13 -5.92410 -1.63956 3.04900
H14 -5.22431 0.76113 2.79288
H15 -3.23275 1.25341 1.41417
C20 4.09831 2.92686 1.22262
Si1 2.47488 3.29457 0.26493
C21 2.62915 5.12465 -0.26809
C22 2.67805 2.30978 -1.35015
C23 0.98207 2.86925 1.21337
Si2 -0.21984 4.09596 1.82329
C24 -0.90492 5.26330 0.48872
C25 -1.71143 3.26369 2.66060
C26 0.49787 5.29464 3.15150
H16 4.98994 3.14994 0.62681
H17 4.12896 1.86494 1.48927
H18 4.15398 3.50493 2.14891
H19 3.59437 5.33647 -0.73735
H20 2.51414 5.80057 0.58380
H21 1.84902 5.37088 -0.99327
H22 3.61002 2.53283 -1.88130
H23 1.84266 2.50506 -2.02630
H24 2.66237 1.23963 -1.12381
H25 1.15605 2.07071 1.94454
H26 -1.42414 4.69473 -0.28651
H27 -0.10263 5.83022 0.01048
H28 -1.61442 5.98274 0.90914
H29 -2.52951 3.14173 1.94456
H30 -2.09666 3.83888 3.50826
H31 -1.42475 2.27381 3.02558
H32 1.35986 5.83232 2.74572
H33 0.84443 4.73447 4.02492
H34 -0.23253 6.03850 3.49199
C27 1.85831 -1.52884 -5.48727
Si3 1.94402 -1.43164 -3.56894
C28 3.64300 -0.57860 -3.34154
C29 2.26976 -3.27291 -3.10877
As1 0.22147 -0.10982 -2.75793
Si4 -1.50744 -1.30194 -3.75181
C30 -1.88427 -0.53369 -5.46456
C31 -1.28512 -3.16470 -4.14624
C32 -3.12789 -1.17681 -2.78324
H35 2.79329 -1.89434 -5.92369
H36 1.65830 -0.53353 -5.89044
H37 1.05277 -2.18646 -5.82422
H38 4.40218 -1.02762 -3.98780
H39 4.01430 -0.61534 -2.31470
H40 3.54006 0.47438 -3.61132
H41 3.01207 -3.71804 -3.77619
H42 1.34826 -3.85468 -3.20479
H43 2.63048 -3.39449 -2.08242
H44 -0.99035 -0.53137 -6.09311
H45 -2.19429 0.50559 -5.32934
H46 -2.68039 -1.05944 -6.00187
H47 -0.38890 -3.34068 -4.74507
H48 -2.13935 -3.56187 -4.70199
H49 -1.18850 -3.74577 -3.22712
H50 -3.24990 -0.16671 -2.38043
H51 -3.14077 -1.87183 -1.94139
H52 -4.00052 -1.38811 -3.40628
S1 -3.93772 2.36729 -1.25788
C33 -5.26988 1.79396 -0.49264
N5 -6.22049 1.39207 0.05824

The value obtained for the highest occupied orbital energy is -1.283 eV. For the energy above the lowest of the compared OMol25 structures with the same formula, charge and spin, the calculation gives 0.413 eV. Its frontier orbital gap is 5.2 eV. Its net charge is -2.